Record 1
{
  "formula": "C5H14O2",
  "method": "wB97M-V/def2-TZVPD",
  "species": ["C", "C", "C", "C", "C", "H", "H", "H", "H", "H", "H", "H", "H", "H", "H", "O", "H", "H", "O", "H", "H"],
  "coordinates": [[1.445, 2.150, -1.776], [1.066, 1.210, -0.895], [0.881, 1.748, 0.594], [0.605, -0.085, -1.457], [1.551, -1.224, -1.327], [2.135, 3.069, -1.479], [1.200, 2.036, -2.813], [0.391, 2.746, 0.581], [0.119, 1.191, 1.091], [1.750, 1.586, 1.338], [0.395, 0.046, -2.547], [-0.472, -0.359, -1.138], [2.428, -1.019, -0.576], [1.021, -2.102, -1.037], [2.177, -1.217, -2.271], [0.064, -0.480, 5.256], [-0.270, 0.372, 5.176], [-0.595, -1.039, 5.753], [-4.522, -2.476, -1.467], [-4.290, -1.807, -2.189], [-3.618, -2.645, -1.036]],
  "mulliken_charge": [-0.862, 0.547, -1.251, -0.332, -1.004, 0.221, 0.305, 0.342, 0.367, 0.277, 0.283, 0.263, 0.277, 0.292, 0.276, -0.635, 0.308, 0.327, -0.655, 0.327, 0.328],
  "charge": 0,
  "smiles": "C=C(C)CC.O.O",
  "homo_ev": -9.12
}



Record 2
{
  "formula": "C5H14O2",
  "method": "wB97M-V/def2-TZVPD",
  "species": ["C", "O", "C", "C", "C", "C", "H", "H", "H", "H", "H", "H", "H", "H", "H", "H", "H", "H", "H", "H", "O"],
  "coordinates": [[0.564, 0.272, -1.816], [0.609, 1.391, -2.600], [-0.655, 0.490, -0.796], [-0.157, 1.400, 0.331], [0.361, 0.589, 1.513], [-0.731, -0.228, 2.235], [0.426, -0.621, -2.423], [1.490, 0.159, -1.268], [0.034, 1.283, -3.383], [-1.533, 0.886, -1.280], [-0.838, -0.498, -0.398], [0.620, 2.091, 0.033], [-0.987, 2.050, 0.622], [1.115, -0.124, 1.150], [0.865, 1.234, 2.219], [-0.523, -0.310, 3.300], [-0.751, -1.253, 1.848], [-1.705, 0.178, 2.038], [0.502, -2.619, -1.119], [0.539, -3.647, -0.015], [0.752, -2.723, -0.192]],
  "mulliken_charge": [-0.507, -0.262, -0.063, -0.726, -0.333, -1.118, 0.369, 0.332, 0.419, 0.380, 0.260, 0.372, 0.327, 0.171, 0.398, 0.336, 0.297, 0.327, 0.281, 0.323, -0.582],
  "charge": 1,
  "spin_multiplicity": 2,
  "homo_ev": [-15.25, -15.22]
}



Record 3
{
  "formula": "C5H14O3",
  "method": "wB97M-V/def2-TZVPD",
  "species": ["C", "C", "C", "C", "C", "H", "H", "H", "H", "H", "H", "H", "H", "H", "H", "O", "H", "H", "O", "H", "H", "O"],
  "coordinates": [[-1.473, -0.664, 0.911], [0.031, -0.755, 1.140], [0.932, 0.438, 1.412], [0.630, -2.112, 1.517], [0.638, -1.970, 0.043], [-1.998, -1.193, 1.719], [-1.834, 0.348, 0.809], [-1.745, -1.279, 0.038], [0.720, 1.262, 0.634], [0.964, 0.816, 2.435], [1.676, -2.155, 2.132], [-0.087, -2.787, 2.087], [1.640, -1.703, -0.335], [1.155, 2.976, -2.820], [1.989, 0.214, 1.166], [0.714, 2.187, -2.539], [-1.704, 2.928, -1.120], [-0.210, 2.305, -1.671], [-1.057, 2.176, -0.911], [0.021, -1.045, -1.989], [-0.241, 0.403, -2.419], [-0.761, -0.389, -2.240]],
  "mulliken_charge": [-1.267, 1.239, -1.214, -0.329, -0.604, 0.422, 0.276, 0.331, 0.262, 0.353, 0.249, 0.322, 0.340, 0.198, 0.333, -0.877, 0.205, 0.386, -0.687, 0.299, 0.350, -0.587],
  "charge": 0,
  "homo_ev": -7.80
}



Record 4
{
  "formula": "C5H14O3SSi",
  "method": "wB97M-V/def2-TZVPD",
  "species": ["C", "O", "Si", "C", "C", "S", "O", "C", "O", "C", "H", "H", "H", "H", "H", "H", "H", "H", "H", "H", "H", "H", "H", "H"],
  "coordinates": [[0.681, 0.627, 2.552], [1.139, 0.468, 1.265], [0.095, 0.239, -0.024], [-0.646, -1.489, -0.169], [0.405, -2.532, -0.492], [-0.177, -4.122, 0.030], [-1.092, 1.322, 0.300], [-1.956, 1.538, -0.747], [0.743, 0.630, -1.507], [1.392, 1.849, -1.625], [1.011, -0.235, 3.133], [-0.413, 0.630, 2.534], [1.098, 1.520, 3.022], [-1.436, -1.509, -0.928], [-1.060, -1.592, 0.843], [1.359, -2.228, 0.051], [0.693, -2.567, -1.547], [-0.129, -3.836, 1.348], [-1.455, 1.779, -1.686], [-2.582, 2.395, -0.468], [-2.477, 0.576, -0.856], [2.296, 1.790, -0.994], [1.768, 2.033, -2.654], [0.742, 2.712, -1.382]],
  "mulliken_charge": [-0.633, -0.355, 0.614, -0.462, -0.660, -0.207, -0.326, -0.717, -0.365, -0.638, 0.236, 0.339, 0.214, 0.308, 0.310, 0.302, 0.355, 0.109, 0.270, 0.236, 0.297, 0.247, 0.246, 0.278],
  "charge": 0,
  "smiles": "CO[Si](CCS)(OC)OC",
  "homo_ev": -8.92
}



Record 5
{
  "formula": "C5H14OS",
  "method": "wB97M-V/def2-TZVPD",
  "species": ["C", "C", "C", "C", "S", "C", "H", "H", "H", "H", "H", "H", "H", "H", "H", "H", "H", "H", "O", "H", "H"],
  "coordinates": [[1.945, -0.277, -0.632], [0.482, -0.427, -0.170], [-0.614, 0.350, -0.946], [-1.462, 1.397, -0.082], [-0.420, 2.305, 1.092], [0.179, 3.658, -0.084], [2.259, 0.779, -0.500], [2.189, -0.524, -1.660], [2.524, -0.792, 0.162], [0.347, -1.487, 0.028], [0.374, -0.052, 0.851], [-0.210, 0.930, -1.766], [-1.235, -0.455, -1.354], [-1.999, 0.734, 0.611], [-2.092, 1.871, -0.836], [0.410, 4.394, 0.684], [0.949, 3.180, -0.678], [-0.598, 4.009, -0.758], [-1.249, -6.750, 2.252], [-1.459, -6.360, 1.411], [-0.320, -6.484, 2.374]],
  "mulliken_charge": [-1.094, -0.363, -0.698, -0.745, -0.087, -0.761, 0.217, 0.335, 0.333, 0.413, 0.212, 0.367, 0.340, 0.330, 0.407, 0.312, 0.208, 0.276, -0.636, 0.315, 0.321],
  "charge": 0,
  "smiles": "CCCCSC.O",
  "homo_ev": -8.58
}



Record 6
{
  "formula": "C5H14OS2",
  "method": "wB97M-V/def2-TZVPD",
  "species": ["C", "C", "C", "S", "S", "C", "C", "H", "H", "H", "H", "H", "H", "H", "H", "H", "H", "H", "H", "O", "H", "H"],
  "coordinates": [[-3.623, -0.754, 1.515], [-2.883, -0.128, 0.348], [-1.390, -0.299, 0.519], [-0.450, 0.122, -0.984], [1.185, -1.084, -0.958], [2.410, -0.099, -0.006], [3.129, -0.858, 1.097], [-3.360, -1.819, 1.581], [-4.706, -0.718, 1.427], [-3.263, -0.327, 2.449], [-3.132, 0.934, 0.246], [-3.230, -0.570, -0.593], [-1.052, 0.341, 1.300], [-1.033, -1.288, 0.831], [3.063, 0.326, -0.764], [1.868, 0.761, 0.408], [3.280, -0.197, 1.952], [4.058, -1.295, 0.776], [2.494, -1.677, 1.460], [0.556, 3.578, 0.016], [1.461, 3.865, -0.148], [-0.004, 4.121, -0.556]],
  "mulliken_charge": [-1.244, -0.350, -0.679, -0.125, -0.147, -0.223, -1.073, 0.322, 0.345, 0.320, 0.291, 0.336, 0.370, 0.418, 0.408, 0.100, 0.310, 0.303, 0.308, -0.598, 0.304, 0.302],
  "charge": 0,
  "smiles": "CCCSSCC.O",
  "homo_ev": -8.56
}



Record 7
{
  "formula": "C5H14OS2",
  "method": "wB97M-V/def2-TZVPD",
  "species": ["C", "S", "C", "S", "C", "H", "H", "H", "H", "H", "H", "H", "H", "C", "C", "O", "H", "H", "H", "H", "H", "H"],
  "coordinates": [[1.663, 0.281, -1.016], [0.805, -0.188, 0.494], [2.229, -0.278, 1.604], [3.449, -1.563, 1.251], [2.425, -3.008, 1.566], [0.919, 0.332, -1.829], [2.430, -0.464, -1.288], [2.149, 1.267, -0.921], [2.778, 0.683, 1.590], [1.819, -0.417, 2.623], [2.099, -3.056, 2.619], [1.531, -3.013, 0.920], [3.025, -3.906, 1.343], [0.243, 5.322, -0.432], [0.497, 5.354, 1.065], [1.288, 4.252, 1.512], [1.200, 5.306, -0.979], [-0.325, 6.215, -0.743], [-0.335, 4.424, -0.707], [1.080, 6.255, 1.339], [-0.461, 5.393, 1.619], [0.798, 3.431, 1.299]],
  "mulliken_charge": [-0.775, -0.104, -0.588, -0.073, -0.776, 0.319, 0.288, 0.241, 0.289, 0.342, 0.258, 0.258, 0.321, -0.934, -0.228, -0.487, 0.249, 0.321, 0.295, 0.275, 0.244, 0.265],
  "charge": 0,
  "smiles": "CSCSC.CCO",
  "homo_ev": -8.70
}



Record 8
{
  "formula": "C5H14OSi2",
  "method": "wB97M-V/def2-TZVPD",
  "species": ["C", "C", "C", "C", "C", "O", "Si", "Si", "H", "H", "H", "H", "H", "H", "H", "H", "H", "H", "H", "H", "H", "H"],
  "coordinates": [[-2.814, 2.075, 0.623], [-2.164, 1.671, -0.476], [2.589, -0.955, -0.702], [2.302, -0.144, 0.528], [1.509, 1.098, 0.353], [-0.997, -0.413, -2.051], [-1.485, -1.676, 0.792], [-1.105, 0.070, -0.546], [-2.987, 3.089, 0.682], [-3.137, 1.525, 1.431], [-1.949, 2.407, -1.248], [2.679, -2.049, -0.524], [1.686, -1.005, -1.361], [3.464, -0.620, -1.378], [1.767, -0.840, 1.078], [3.280, -0.010, 1.011], [2.027, 1.595, -0.501], [1.418, 1.793, 1.318], [-0.819, -1.269, -2.374], [-1.470, -1.481, 2.317], [-2.931, -1.895, 0.640], [-0.864, -2.968, 0.388]],
  "mulliken_charge": [-0.717, -0.213, -0.920, -0.165, -0.910, -0.459, 0.383, 0.438, 0.246, 0.289, 0.298, 0.344, 0.109, 0.295, 0.194, 0.321, 0.291, 0.224, 0.333, -0.090, -0.156, -0.134],
  "charge": 0,
  "homo_ev": -7.39
}



Record 9
{
  "formula": "C5H14S",
  "method": "wB97M-V/def2-TZVPD",
  "species": ["C", "C", "S", "H", "H", "H", "H", "H", "H", "C", "C", "C", "H", "H", "H", "H", "H", "H", "H", "H"],
  "coordinates": [[1.945, 1.788, 2.284], [1.665, 0.423, 1.567], [1.947, 0.480, -0.262], [2.981, 2.272, 2.051], [1.235, 2.363, 1.677], [1.936, 1.812, 3.348], [0.658, 0.164, 1.717], [2.368, -0.338, 1.917], [1.088, 1.495, -0.502], [-0.766, -2.043, -1.312], [-1.295, -0.703, -1.881], [-2.124, 0.009, -0.866], [-0.219, -1.940, -0.333], [-1.579, -2.505, -0.817], [-0.254, -2.716, -2.017], [-0.513, -0.019, -2.326], [-1.992, -1.048, -2.811], [-3.109, 0.507, -1.060], [-1.564, 0.699, -0.229], [-2.407, -0.700, -0.146]],
  "mulliken_charge": [-2.015, -1.995, 0.082, 0.267, 0.586, 0.822, 0.533, 1.022, 0.061, -1.593, 0.229, -1.797, 0.308, 0.557, 0.294, 0.278, 0.245, 0.387, 0.292, 0.439],
  "charge": -1,
  "spin_multiplicity": 2,
  "homo_ev": [1.23, -5.16]
}



Record 10
{
  "formula": "C5H14S",
  "method": "wB97M-V/def2-TZVPD",
  "species": ["C", "C", "C", "H", "H", "H", "H", "H", "H", "H", "H", "C", "S", "C", "H", "H", "H", "H", "H", "H"],
  "coordinates": [[-2.382, -2.618, 0.642], [-2.398, -1.104, 0.424], [-1.017, -0.705, -0.223], [-2.127, -3.162, -0.269], [-1.608, -2.906, 1.358], [-3.350, -2.903, 1.063], [-2.528, -0.700, 1.425], [-3.182, -0.835, -0.268], [-0.687, 0.101, 0.418], [-1.186, -0.335, -1.234], [-0.359, -1.568, -0.289], [3.064, 1.605, 0.759], [3.183, 2.432, -0.800], [1.569, 2.161, -1.563], [3.738, 0.754, 0.874], [3.252, 2.122, 1.716], [2.087, 1.314, 1.170], [1.726, 2.417, -2.608], [0.847, 2.833, -1.106], [1.358, 1.096, -1.491]],
  "mulliken_charge": [-1.292, -0.187, -0.919, 0.352, 0.344, 0.341, 0.251, 0.283, 0.217, 0.273, 0.331, -0.818, -0.092, -0.665, 0.311, 0.337, 0.190, 0.309, 0.271, 0.163],
  "charge": 0,
  "smiles": "CCC.CSC",
  "homo_ev": -8.45
}



Record 11
{
  "formula": "C5H14SSi",
  "method": "wB97M-V/def2-TZVPD",
  "species": ["C", "Si", "C", "C", "C", "C", "S", "H", "H", "H", "H", "H", "H", "H", "H", "H", "H", "H", "H", "H", "H"],
  "coordinates": [[2.008, -0.942, 0.075], [0.442, -0.096, -0.503], [0.561, 1.750, -0.728], [-0.048, -0.834, -2.154], [-0.830, -0.526, 0.804], [-1.147, 0.604, 1.738], [-2.368, 0.352, 2.997], [1.918, -1.494, 1.013], [2.333, -1.620, -0.706], [2.819, -0.223, 0.223], [-0.464, 2.031, -0.988], [0.854, 2.245, 0.189], [1.197, 2.074, -1.545], [-0.973, -0.425, -2.590], [0.809, -0.775, -2.855], [-0.164, -1.907, -1.993], [-1.707, -0.817, 0.213], [-0.462, -1.407, 1.305], [-0.270, 1.033, 2.229], [-1.501, 1.450, 1.124], [-3.007, -0.475, 2.151]],
  "mulliken_charge": [-1.168, 0.372, -1.052, -1.056, -0.738, -0.577, -0.218, 0.353, 0.344, 0.330, 0.284, 0.317, 0.360, 0.310, 0.305, 0.311, 0.369, 0.434, 0.282, 0.325, 0.112],
  "charge": 0,
  "smiles": "C[Si](C)(C)CCS",
  "homo_ev": -8.83
}



Record 12
{
  "formula": "C5H15AgInNO2",
  "method": "wB97M-V/def2-TZVPD",
  "species": ["N", "C", "In", "O", "C", "C", "C", "C", "O", "H", "H", "H", "H", "H", "H", "H", "H", "H", "H", "H", "H", "H", "H", "H", "Ag"],
  "coordinates": [[-2.539, -0.710, 0.818], [-2.539, 0.284, -0.322], [-0.840, 1.808, -0.232], [0.108, 2.142, -2.071], [0.544, 1.302, 1.487], [1.857, 0.404, 1.089], [1.556, -1.184, 0.811], [1.995, -1.488, -0.765], [0.878, -1.103, -1.647], [-1.575, -0.650, 1.231], [-2.619, -1.688, 0.429], [-2.421, -0.309, -1.324], [-3.614, 0.799, -0.367], [-1.640, 3.393, 0.216], [0.802, 1.453, -2.288], [0.962, 2.340, 1.898], [-0.094, 0.852, 2.385], [2.605, 0.468, 2.017], [2.350, 0.861, 0.119], [0.468, -1.535, 1.063], [2.337, -1.798, 1.469], [2.161, -2.656, -0.900], [2.971, -0.895, -1.022], [0.142, -1.781, -1.533], [-3.855, -0.310, -2.562]],
  "mulliken_charge": [-0.643, -0.580, 0.986, -0.821, -1.093, -0.335, -0.177, -0.638, -0.469, 0.216, 0.280, 0.376, 0.290, -0.294, 0.254, 0.283, 0.269, 0.308, 0.174, 0.172, 0.272, 0.261, 0.319, 0.274, 0.318],
  "charge": 0,
  "homo_ev": -7.70
}